Below is an isolated molecule of C18H24N4O2S, with properties calculated with ωB97M-V/def2-TZVPD.

Positions of all 49 atoms, in Å:
C  -5.299  -5.707  -2.895
C  -4.296  -4.692  -2.354
C  -3.905  -5.038  -0.921
C  -4.898  -3.277  -2.431
C  -3.909  -2.236  -2.061
N  -2.958  -1.841  -2.827
N  -2.171  -0.912  -2.298
C  -2.519  -0.576  -1.100
N  -1.872  0.368  -0.359
C  -2.259  0.684  0.905
O  -3.187  0.139  1.465
C  -1.435  1.785  1.551
C  0.071  1.484  1.609
C  0.814  1.973  0.375
O  0.353  1.887  -0.753
N  2.016  2.516  0.618
C  2.910  2.964  -0.427
C  4.269  2.259  -0.324
C  4.933  2.596  0.981
C  5.636  3.787  1.124
C  6.203  4.130  2.339
C  6.069  3.288  3.430
C  5.372  2.100  3.299
C  4.806  1.758  2.082
S  -3.918  -1.435  -0.491
H  -5.561  -5.479  -3.925
H  -6.209  -5.696  -2.298
H  -4.879  -6.709  -2.861
H  -3.399  -4.706  -2.982
H  -3.492  -6.042  -0.873
H  -3.157  -4.344  -0.546
H  -4.774  -4.991  -0.267
H  -5.761  -3.210  -1.766
H  -5.225  -3.089  -3.456
H  -1.080  0.869  -0.787
H  -1.823  1.918  2.561
H  -1.604  2.708  0.991
H  0.228  0.404  1.688
H  0.500  1.948  2.498
H  2.381  2.551  1.558
H  3.049  4.047  -0.343
H  2.426  2.737  -1.379
H  4.889  2.587  -1.159
H  4.119  1.181  -0.407
H  5.745  4.445  0.274
H  6.750  5.055  2.434
H  6.512  3.555  4.378
H  5.268  1.436  4.145
H  4.273  0.822  1.982

Force components x, y, z for each atom (eV/Å):
0.26 0.15 0.00
-0.26 -0.05 0.13
0.13 0.05 -0.28
0.18 -0.37 -0.19
-0.20 0.51 0.91
-0.64 -1.01 -0.96
1.11 1.16 0.49
-1.01 -0.76 0.28
0.33 0.26 -0.09
0.39 0.45 -0.01
-0.18 -0.02 0.29
-0.02 -0.06 0.11
-0.11 0.06 -0.15
0.04 -0.02 0.58
-0.15 0.00 -0.36
0.38 0.14 0.14
0.08 -0.07 -0.32
-0.19 0.18 0.04
0.05 -0.12 -0.10
0.00 -0.02 0.03
0.02 0.08 0.00
0.03 -0.01 0.10
0.00 0.00 0.13
0.02 -0.02 -0.04
0.37 -0.15 -0.98
-0.08 -0.01 -0.12
-0.14 -0.03 0.07
-0.01 -0.14 -0.01
-0.04 0.05 0.02
0.04 -0.11 0.06
0.08 0.02 0.12
-0.12 -0.01 0.12
-0.12 -0.05 -0.05
-0.08 0.05 0.05
-0.13 -0.05 0.14
-0.02 -0.04 -0.13
-0.02 0.02 0.05
0.08 0.03 0.04
0.02 -0.07 -0.02
-0.22 -0.05 0.00
-0.01 -0.09 -0.09
0.07 0.10 0.11
0.02 -0.04 -0.03
0.01 0.00 -0.06
0.02 0.07 -0.10
0.05 0.08 0.01
0.04 0.02 0.08
0.00 -0.05 0.07
-0.03 -0.10 -0.04

The value obtained for the gap between HOMO and LUMO is 9.016 eV. As for the structure (SMILES): CC(C)Cc1nnc(NC(=O)CCC(=O)NCCc2ccccc2)s1. Its net charge is 0. Its lowest unoccupied orbital energy is 0.48 eV.

natural (NBO) population analysis, charges in e, atoms 1 to 6: atom 1 (C): -0.60, atom 2 (C): -0.20, atom 3 (C): -0.61, atom 4 (C): -0.45, atom 5 (C): 0.04, atom 6 (N): -0.27

Below is an isolated molecule of C18H24N5O8P, with properties calculated with ωB97M-V/def2-TZVPD.

Positions of all 56 atoms, in Å:
C  -4.855  -1.225  -1.728
C  -5.971  -1.479  -0.722
C  -5.839  -0.613  0.542
C  -6.132  0.818  0.207
O  -7.252  1.263  0.121
N  -5.089  1.688  -0.088
C  -3.723  1.680  -0.100
N  -3.219  2.767  -0.699
C  -1.919  2.942  -0.796
N  -0.963  2.147  -0.347
C  -1.440  1.072  0.269
C  -2.810  0.756  0.435
N  -2.906  -0.424  1.132
C  -1.692  -0.793  1.369
N  -0.744  0.060  0.872
C  0.676  -0.067  1.012
O  1.175  0.996  1.807
C  2.322  1.510  1.169
C  2.686  2.938  1.523
O  3.648  3.389  0.580
P  4.381  2.292  -0.368
O  5.295  1.362  0.272
O  5.029  3.192  -1.470
O  3.111  1.627  -1.142
C  1.996  1.405  -0.322
C  1.421  -0.014  -0.352
O  2.504  -0.916  -0.386
C  2.215  -2.226  -0.505
O  1.085  -2.639  -0.535
C  3.466  -3.053  -0.595
C  4.557  -2.596  0.379
C  5.804  -3.459  0.242
H  -4.959  -1.895  -2.578
H  -3.885  -1.401  -1.269
H  -4.885  -0.203  -2.098
H  -6.940  -1.287  -1.188
H  -5.944  -2.527  -0.417
H  -6.598  -0.933  1.258
H  -4.849  -0.735  0.974
H  -5.436  2.579  -0.440
H  -1.596  3.841  -1.302
H  -1.430  -1.690  1.894
H  0.868  -1.028  1.510
H  3.190  0.866  1.373
H  3.105  3.006  2.531
H  1.809  3.590  1.446
H  4.427  3.818  -1.876
H  1.189  2.107  -0.577
H  0.738  -0.211  -1.184
H  3.840  -2.960  -1.618
H  3.197  -4.097  -0.425
H  4.178  -2.665  1.401
H  4.809  -1.554  0.181
H  6.567  -3.127  0.941
H  5.577  -4.503  0.449
H  6.210  -3.388  -0.764

Force components x, y, z for each atom (eV/Å):
-0.15 -0.12 0.04
0.12 0.10 0.00
-0.26 -0.20 -0.06
0.06 -0.31 0.25
-0.20 0.01 -0.05
-0.25 0.66 -0.17
0.57 -0.10 0.03
-0.55 0.03 -0.03
0.27 0.01 -0.01
0.32 -0.17 0.15
-1.02 0.42 -0.28
0.84 0.24 -0.15
-0.21 -0.36 0.33
-0.10 -0.02 -0.01
-0.15 0.11 0.05
0.37 -0.36 -0.14
-0.16 0.24 0.13
0.29 -0.01 -0.24
-0.66 -0.22 0.78
0.73 -0.44 -0.80
-0.99 0.32 -0.09
0.13 -0.04 0.04
0.45 -0.03 -0.10
1.15 0.27 0.06
-0.66 -0.26 0.48
-0.45 0.30 -0.27
0.35 0.14 0.11
-0.04 -0.28 -0.06
-0.14 0.05 0.04
0.11 0.12 0.19
0.08 -0.13 -0.19
-0.18 0.14 0.11
0.05 0.00 -0.12
0.13 -0.01 -0.01
0.05 0.10 -0.09
-0.04 -0.09 0.05
-0.07 0.00 0.01
0.04 0.14 0.02
-0.26 -0.05 0.01
0.02 -0.24 0.09
0.02 0.09 -0.05
0.20 -0.21 0.12
-0.08 0.21 -0.18
-0.10 0.05 0.06
-0.04 0.05 -0.13
0.10 -0.10 0.02
-0.20 0.19 -0.14
0.34 -0.25 0.12
0.09 0.04 0.15
-0.02 -0.04 -0.05
-0.05 0.09 -0.07
-0.03 0.09 0.04
-0.04 0.00 0.09
0.13 -0.03 0.04
0.04 -0.13 0.00
0.08 -0.02 -0.12

The value obtained for the gap between HOMO and LUMO is 9.411 eV. As for the structure (SMILES): CCCC(=O)Nc1ncnc2c1ncn2[C@@H]1O[C@@H]2CO[P@](=O)(O)O[C@H]2[C@H]1OC(=O)CCC. Its net charge is 0. Its lowest unoccupied orbital energy is 0.23 eV.

natural (NBO) population analysis, charges in e, atoms 1 to 6: atom 1 (C): -0.62, atom 2 (C): -0.37, atom 3 (C): -0.54, atom 4 (C): 0.71, atom 5 (O): -0.58, atom 6 (N): -0.61

Below is an isolated molecule of C18H24N6, with properties calculated with ωB97M-V/def2-TZVPD.

Positions of all 48 atoms, in Å:
C  1.490  -4.160  -0.685
C  1.269  -3.734  0.551
N  0.486  -2.634  0.874
C  -0.271  -2.089  -0.095
C  -0.196  -2.500  -1.486
C  0.763  -3.556  -1.729
C  -0.966  -1.926  -2.662
C  -1.515  -0.473  -2.163
C  -2.076  -0.481  -0.687
C  -0.999  -0.840  0.277
N  -0.270  0.476  0.520
C  1.261  0.361  0.662
C  2.064  0.255  -0.675
C  3.049  -0.670  -0.751
C  3.836  -0.730  -1.890
N  3.528  0.020  -2.982
C  2.540  0.973  -2.756
N  1.736  1.035  -1.692
N  -0.963  1.456  1.331
C  -1.154  1.209  2.681
C  -2.202  2.145  3.318
N  -1.854  3.551  3.157
C  -1.527  3.948  1.651
C  -0.765  2.887  0.870
H  2.124  -4.937  -0.826
H  1.724  -4.389  1.356
H  0.921  -3.995  -2.748
H  -1.760  -2.629  -2.928
H  -0.427  -1.635  -3.502
H  -0.695  0.258  -2.230
H  -2.223  -0.077  -2.885
H  -2.478  0.527  -0.503
H  -2.924  -1.205  -0.483
H  -1.465  -1.024  1.216
H  1.640  1.359  1.113
H  1.509  -0.391  1.487
H  3.320  -1.159  0.169
H  4.756  -1.344  -1.930
H  2.183  1.566  -3.615
H  -1.569  0.168  2.776
H  -0.134  1.220  3.220
H  -2.215  1.908  4.454
H  -3.224  1.920  2.947
H  -2.511  4.186  3.562
H  -0.825  4.772  1.729
H  -2.495  4.209  1.175
H  -0.808  2.996  -0.209
H  0.315  3.173  1.016

Force components x, y, z for each atom (eV/Å):
-2.32 2.07 -2.21
-0.88 1.22 3.51
0.12 -1.91 -0.76
2.31 0.39 -1.44
2.46 -2.13 0.31
-1.01 0.53 -0.40
-1.89 2.17 3.37
-0.26 -1.43 0.28
-1.24 -0.49 -1.89
-0.73 2.45 1.04
2.73 0.18 -0.42
-0.76 1.72 1.66
-2.44 -0.36 1.55
1.85 -0.28 0.41
-0.24 0.69 -1.07
-0.55 1.49 1.54
-0.35 -2.61 -0.78
0.77 0.94 -0.34
-0.32 0.60 -4.11
0.73 -1.06 2.17
-0.02 -0.08 1.64
1.99 -0.45 -2.54
-1.68 -0.77 2.22
2.21 -1.49 1.28
1.76 -2.24 -0.73
-0.55 1.55 -0.42
-0.33 0.82 0.83
-0.12 0.29 -0.07
1.53 -0.33 -1.47
0.06 -0.44 0.39
-0.47 -0.23 0.03
0.25 -0.42 0.32
0.66 0.61 -0.86
-0.48 -0.63 0.90
-0.83 -1.31 -0.68
0.09 0.55 -1.63
0.06 -0.58 -0.05
-0.82 0.19 -0.21
0.76 -0.18 0.39
0.45 0.80 0.17
-1.36 0.18 -0.02
0.00 0.37 -1.74
0.47 -0.19 -0.14
-0.41 0.20 -0.06
-0.53 0.47 -0.13
0.64 0.04 0.03
-0.86 -0.37 -0.14
-0.46 -0.50 0.24

The value obtained for the gap between HOMO and LUMO is 8.414 eV. As for the structure (SMILES): c1cnc2c(c1)CCC[C@@H]2N(Cc1ccncn1)N1CCNCC1. Its net charge is 0. Its lowest unoccupied orbital energy is 0.59 eV.

natural (NBO) population analysis, charges in e, atoms 1 to 6: atom 1 (C): -0.27, atom 2 (C): 0.03, atom 3 (N): -0.43, atom 4 (C): 0.20, atom 5 (C): -0.03, atom 6 (C): -0.14

Below is a cluster of 2 separate species, C18H24N7O7 in total, with properties calculated with ωB97M-V/def2-TZVPD.

Positions of all 56 atoms, in Å:
O  2.146  2.505  5.344
O  -1.379  1.159  1.255
O  -0.644  0.962  4.493
O  0.225  0.684  -0.139
N  -0.160  -4.362  -4.871
N  3.360  -4.738  -3.648
N  2.226  -2.900  -2.683
O  -3.028  -0.793  0.706
O  -1.712  1.457  -1.939
O  -0.185  0.679  -3.937
C  2.308  3.307  4.438
C  -0.162  1.029  1.000
C  -0.535  2.131  4.128
C  -0.843  -3.359  -4.353
C  -2.500  -0.732  -1.630
C  -1.547  -1.714  -1.661
C  3.297  -3.681  -2.830
C  2.279  -4.975  -4.355
C  1.149  -3.203  -3.400
C  1.104  -4.257  -4.272
N  2.370  -6.064  -5.145
N  -1.183  3.124  4.752
N  -0.090  -2.616  -3.451
N  1.518  3.436  3.373
C  3.472  4.266  4.497
C  -3.581  -0.605  -0.595
C  -2.101  2.924  5.868
C  -2.217  0.321  -2.647
C  -0.500  -1.419  -2.690
C  -1.140  -0.310  -3.546
C  0.891  1.428  2.050
C  0.395  2.564  2.970
H  -2.377  -0.058  0.908
H  -1.146  1.147  -1.175
H  -0.061  1.262  -3.159
H  -1.878  -3.143  -4.601
H  -1.492  -2.529  -0.945
H  4.177  -3.443  -2.240
H  3.083  -6.700  -4.817
H  1.455  -6.427  -5.387
H  -1.017  4.059  4.422
H  1.792  4.128  2.698
H  3.097  5.287  4.488
H  4.027  4.085  5.416
H  4.119  4.093  3.639
H  -4.037  0.389  -0.652
H  -4.361  -1.348  -0.782
H  -2.937  2.303  5.540
H  -2.474  3.883  6.228
H  -1.579  2.405  6.675
H  -3.105  0.586  -3.230
H  0.375  -1.008  -2.168
H  -1.615  -0.740  -4.432
H  1.777  1.775  1.514
H  1.181  0.559  2.640
H  -0.237  3.186  2.336

Force components x, y, z for each atom (eV/Å):
-0.34 -0.14 -0.25
-0.21 0.44 1.26
0.02 1.14 -0.60
0.91 -0.21 -0.24
0.16 0.24 0.24
0.69 1.03 0.93
0.83 0.77 1.00
-0.60 -0.32 -0.21
-0.19 0.00 -0.48
-0.23 -0.42 -0.15
0.70 -0.44 1.44
-0.37 0.28 -0.82
0.87 -2.17 0.69
1.41 -0.41 0.30
1.04 -2.23 -0.22
-1.82 1.48 0.16
-1.47 0.46 -0.35
0.09 -1.32 -0.42
0.15 0.05 -0.03
-1.12 0.39 -0.40
-0.60 -0.90 -0.87
-0.41 1.20 0.10
-0.23 0.57 0.05
-1.10 0.07 -0.56
0.02 0.01 -0.06
0.90 0.38 0.77
0.41 -0.44 -0.40
0.27 0.07 0.84
-0.26 -0.33 0.25
0.91 0.89 0.24
-0.34 -0.05 0.27
0.02 -0.03 -0.60
-0.39 -0.22 -0.32
-0.10 -0.06 -0.25
-0.37 -0.34 -0.38
0.29 0.08 0.22
0.11 0.13 -0.11
-0.13 -0.01 -0.05
-0.22 -0.14 -0.28
0.40 -0.33 -0.16
-0.08 0.01 0.04
-0.02 -0.01 -0.13
0.15 0.20 -0.08
-0.09 0.02 -0.12
0.13 0.18 -0.07
-0.06 0.03 -0.22
0.03 -0.06 0.25
0.00 0.03 0.13
0.11 -0.02 -0.13
-0.11 0.02 0.01
0.14 0.47 0.14
0.13 -0.29 -0.33
0.24 0.13 -0.11
-0.08 -0.02 0.03
-0.09 -0.05 0.05
-0.06 0.16 -0.02

The value obtained for the gap between HOMO and LUMO is 8.400 eV. Its net charge is -1. Its lowest unoccupied orbital energy is 2.53 eV.

natural (NBO) population analysis, charges in e, atoms 1 to 6: atom 1 (O): -0.62, atom 2 (O): -0.78, atom 3 (O): -0.61, atom 4 (O): -0.78, atom 5 (N): -0.47, atom 6 (N): -0.54